1.
Formula: C8H20O3
Source: OMol25
Level of theory: ωB97M-V/def2-TZVPD

```
31
Properties=species:S:1:pos:R:3:forces:R:3:mulliken_charge:R:1
C -2.9193 0.5957 1.8011 -0.030 0.255 0.025 -0.91
C -3.1123 1.4230 0.5372 0.223 0.099 -0.255 -0.46
C -1.7986 2.0967 0.0811 0.355 -0.782 0.074 -0.98
C -0.6815 1.0943 0.1179 -1.064 1.967 0.749 -0.45
C -0.2880 0.3403 -0.9054 1.807 -2.797 -0.305 -0.48
C 0.7033 -0.7354 -0.7405 -1.625 2.228 0.009 -0.16
C 1.1803 -1.3730 -1.8112 1.585 -1.453 -0.950 -0.44
C 2.2637 -2.4173 -1.7625 -1.639 -0.089 0.033 -1.19
H -3.8147 0.1478 2.2325 -0.323 0.549 0.134 0.36
H -2.3453 -0.2537 1.5175 0.808 -0.706 -0.238 0.02
H -2.3105 1.1299 2.5356 -0.358 0.023 0.227 0.30
H -3.3065 0.7242 -0.2774 -0.470 -0.032 -0.034 0.18
H -3.9276 2.1485 0.5979 -0.170 0.033 0.095 0.52
H -1.9362 2.4432 -0.9447 -0.056 0.117 -0.162 0.36
H -1.5261 2.9704 0.6715 -0.254 0.244 0.362 0.35
H -0.2386 0.8806 1.0647 0.298 0.061 0.709 0.32
H -0.7322 0.3565 -1.8934 -0.128 0.414 -0.145 0.24
H 1.0929 -0.9626 0.2452 -0.069 0.035 0.233 0.35
H 0.8235 -1.1147 -2.7894 -0.235 0.146 -0.448 0.37
H 2.7057 -2.4418 -0.7687 0.481 0.030 -0.127 0.28
H 2.9407 -2.2664 -2.5844 0.945 0.108 -0.122 0.33
H 1.8305 -3.4113 -1.9483 0.096 -0.270 0.135 0.23
H -2.4577 -2.5204 1.5101 0.240 0.561 -0.247 0.33
H -2.1426 -3.6813 0.6886 0.382 0.336 -0.528 0.33
O -1.9980 -2.7148 0.6742 -0.641 -0.949 0.796 -0.76
H 3.1580 0.2107 0.9895 -0.202 -0.567 0.038 0.36
H 4.4202 0.7816 1.4074 0.167 -0.405 0.265 0.33
O 3.9726 -0.0809 1.4288 -0.037 0.933 -0.278 -0.67
H 4.0294 1.7064 -0.7611 0.084 0.083 0.218 0.35
H 2.7888 2.5215 -0.6927 -0.130 0.077 0.349 0.33
O 3.6263 2.4023 -0.2211 -0.040 -0.247 -0.613 -0.74
```
Forces are in eV/Å.

Calculated values
molar mass: 164.25 g mol⁻¹
total charge: -1
E_HOMO (alpha / beta): 1.117 / -3.382 eV
energy above the lowest of the compared OMol25 structures with the same formula, charge and spin: 89.9 kJ/mol
DFT total energy: -14760.386 eV
2S+1: 2

***

2.
Formula: C8H21AgO5S2
Source: OMol25
Level of theory: ωB97M-V/def2-TZVPD

```
37
Properties=species:S:1:pos:R:3:forces:R:3:mulliken_charge:R:1
Ag 1.3174 -0.2971 0.2256 -0.307 -0.173 -0.046 0.23
C 1.7185 -3.2494 5.9304 0.214 -1.645 1.055 -1.01
C 1.0601 -2.5349 4.8162 0.114 1.401 -3.403 -0.36
O 0.6628 -3.1211 3.6212 -0.053 -0.800 1.553 -0.87
H 2.1764 -2.5835 6.6618 0.032 0.420 0.018 0.31
H 2.5101 -3.8991 5.5572 0.147 -0.101 -0.182 0.28
H 1.0526 -3.8941 6.5041 -0.332 -0.284 0.073 0.29
H 1.8414 -1.8520 4.4825 0.918 0.949 0.213 0.15
H 0.3261 -1.8201 5.1882 -0.869 0.130 0.725 0.24
O -5.6467 -2.7232 -1.3018 1.061 2.407 -1.037 -0.75
C -5.3046 -1.3786 -1.5093 -1.203 -2.971 1.169 -0.32
C -3.9289 -0.9545 -2.3338 2.625 -1.582 0.371 -0.33
O -2.6857 -1.3582 -1.8255 -2.582 1.118 -0.404 -0.68
H -5.3708 -0.8965 -0.5340 0.985 0.612 0.468 0.21
H -6.1008 -0.8812 -2.0631 -0.177 0.422 -1.028 0.20
H -3.9967 0.1084 -2.5656 -0.223 0.901 0.823 0.23
H -4.0729 -1.3693 -3.3315 -0.395 -0.785 -0.382 0.25
C 3.7354 -1.4449 -4.2932 0.041 0.708 -1.336 -0.97
S 4.7056 0.0745 -3.7202 -0.152 -3.281 2.079 0.42
O 4.3662 0.2191 -2.2558 0.179 0.669 -1.422 -0.52
C 6.2727 -0.9649 -3.5972 0.072 0.814 -0.802 -0.94
H 4.1959 -1.7640 -5.2282 0.535 -0.114 0.009 0.33
H 2.7412 -1.2020 -4.6680 -0.202 0.426 0.724 0.37
H 3.6867 -2.3011 -3.6204 0.240 0.514 0.431 0.32
H 6.5644 -1.4438 -4.5319 -0.398 -0.063 -0.198 0.36
H 6.1510 -1.7195 -2.8201 -0.205 0.333 0.073 0.30
H 7.0913 -0.2735 -3.3976 -0.119 0.014 0.483 0.31
C -3.0590 3.3468 1.9142 0.366 0.505 0.414 -0.86
S -1.6531 4.5332 1.6316 0.674 -2.787 -2.361 0.43
O -0.5795 3.6545 0.9383 -1.431 1.829 1.476 -0.59
C -2.3636 5.5229 0.2329 0.023 -0.367 0.384 -0.86
H -3.9585 3.9466 2.0526 -0.171 -0.160 -0.287 0.30
H -2.9053 2.7890 2.8380 0.394 0.304 0.146 0.32
H -3.1081 2.5723 1.1488 -0.010 0.495 -0.439 0.32
H -3.3711 5.8684 0.4647 0.218 0.457 0.329 0.32
H -2.4614 4.9919 -0.7140 0.363 -0.588 0.298 0.31
H -1.6093 6.2990 0.1030 -0.375 0.274 0.012 0.28
```
Forces are in eV/Å.

Calculated values
molar mass: 369.25 g mol⁻¹
total charge: -2
E_HOMO: 0.551 eV
DFT total energy: -44531.251 eV
2S+1: 1

***

3.
Formula: C8H21Br2O3PSi
Source: OMol25
Level of theory: ωB97M-V/def2-TZVPD

```
36
Properties=species:S:1:pos:R:3:forces:R:3:mulliken_charge:R:1
C 3.1092 -1.6313 -1.0802 -0.255 0.875 0.070 -1.24
C 1.6637 -1.3674 -1.4876 1.540 -0.868 0.593 -0.27
O 0.9996 -0.8799 -0.2874 -1.392 0.276 -2.866 -0.29
P -0.3741 -0.0349 -0.6891 -0.098 0.765 -1.265 1.04
O -0.4759 0.0885 -2.1492 -0.214 -0.374 -0.501 -0.79
C -1.8173 -0.7877 0.0560 -0.271 0.617 0.782 -0.66
C -3.0808 -0.5410 -0.7788 -0.287 -0.865 -0.032 -0.99
Si -3.2505 -1.7016 -2.2686 0.384 0.802 -0.469 0.55
O -0.3296 1.5018 -0.0768 0.398 -1.680 -0.679 -0.40
C 0.8609 2.1711 -0.5279 0.176 0.873 -1.176 -0.08
C 0.5416 3.0736 -1.7308 -0.091 -0.254 0.549 -1.20
H 3.6980 -1.8790 -1.9600 0.039 -0.366 0.030 0.40
H 3.1883 -2.3650 -0.2843 0.082 -0.225 -0.101 0.30
H 3.5077 -0.6865 -0.7052 0.153 -0.039 0.120 0.29
H 1.6794 -0.6451 -2.2931 -0.493 0.019 -0.062 0.40
H 1.2262 -2.3198 -1.7800 -0.425 0.208 -0.270 0.30
H -1.9566 -0.3135 1.0263 0.100 0.054 0.077 0.24
H -1.6434 -1.8367 0.2880 0.140 -0.116 -0.278 0.46
H -3.9304 -0.7514 -0.1261 -0.067 0.090 0.057 0.45
H -3.1824 0.4931 -1.0965 0.158 0.094 -0.027 0.38
H -3.1371 -0.8871 -3.4974 -0.087 -0.121 -0.072 -0.13
H -2.1290 -2.6667 -2.2883 -0.144 -0.183 0.136 -0.14
H -4.5734 -2.3627 -2.3019 0.043 -0.142 0.148 -0.20
H 1.6285 1.4686 -0.8545 0.003 -0.241 0.327 0.08
H 1.2865 2.7667 0.2741 -0.295 -0.173 0.385 0.49
H 0.7740 2.5877 -2.6724 0.033 -0.029 -0.069 0.26
H 1.1007 3.9998 -1.6249 -0.062 0.154 -0.224 0.40
H -0.5286 3.2623 -1.7167 -0.026 0.304 -0.061 0.25
Br 0.0922 2.3420 4.7555 -0.063 -0.009 -0.048 -0.15
C 0.1527 0.3996 4.6640 0.134 0.147 0.157 -0.59
C 1.2003 -0.0793 3.6943 -0.322 -0.272 -0.272 -0.73
Br 0.6486 0.1340 1.8237 1.188 0.678 4.985 0.11
H -0.8451 0.0674 4.3983 0.000 -0.022 -0.042 0.33
H 0.3849 0.0737 5.6758 0.022 -0.022 -0.011 0.38
H 1.3710 -1.1460 3.8277 0.004 0.007 0.070 0.37
H 2.1403 0.4529 3.7941 -0.008 0.038 0.039 0.37
```
Forces are in eV/Å.

Calculated values
molar mass: 384.12 g mol⁻¹
total charge: 0
E_HOMO: -9.340 eV
DFT total energy: -172030.444 eV
2S+1: 1

***

- The highest total charge belongs to which entry?
  C8H21Br2O3PSi

***

- Which of these has the lowest molar mass?
  C8H20O3

***

Repeat the second record exactly.
Formula: C8H21AgO5S2
Source: OMol25
Level of theory: ωB97M-V/def2-TZVPD

```
37
Properties=species:S:1:pos:R:3:forces:R:3:mulliken_charge:R:1
Ag 1.3174 -0.2971 0.2256 -0.307 -0.173 -0.046 0.23
C 1.7185 -3.2494 5.9304 0.214 -1.645 1.055 -1.01
C 1.0601 -2.5349 4.8162 0.114 1.401 -3.403 -0.36
O 0.6628 -3.1211 3.6212 -0.053 -0.800 1.553 -0.87
H 2.1764 -2.5835 6.6618 0.032 0.420 0.018 0.31
H 2.5101 -3.8991 5.5572 0.147 -0.101 -0.182 0.28
H 1.0526 -3.8941 6.5041 -0.332 -0.284 0.073 0.29
H 1.8414 -1.8520 4.4825 0.918 0.949 0.213 0.15
H 0.3261 -1.8201 5.1882 -0.869 0.130 0.725 0.24
O -5.6467 -2.7232 -1.3018 1.061 2.407 -1.037 -0.75
C -5.3046 -1.3786 -1.5093 -1.203 -2.971 1.169 -0.32
C -3.9289 -0.9545 -2.3338 2.625 -1.582 0.371 -0.33
O -2.6857 -1.3582 -1.8255 -2.582 1.118 -0.404 -0.68
H -5.3708 -0.8965 -0.5340 0.985 0.612 0.468 0.21
H -6.1008 -0.8812 -2.0631 -0.177 0.422 -1.028 0.20
H -3.9967 0.1084 -2.5656 -0.223 0.901 0.823 0.23
H -4.0729 -1.3693 -3.3315 -0.395 -0.785 -0.382 0.25
C 3.7354 -1.4449 -4.2932 0.041 0.708 -1.336 -0.97
S 4.7056 0.0745 -3.7202 -0.152 -3.281 2.079 0.42
O 4.3662 0.2191 -2.2558 0.179 0.669 -1.422 -0.52
C 6.2727 -0.9649 -3.5972 0.072 0.814 -0.802 -0.94
H 4.1959 -1.7640 -5.2282 0.535 -0.114 0.009 0.33
H 2.7412 -1.2020 -4.6680 -0.202 0.426 0.724 0.37
H 3.6867 -2.3011 -3.6204 0.240 0.514 0.431 0.32
H 6.5644 -1.4438 -4.5319 -0.398 -0.063 -0.198 0.36
H 6.1510 -1.7195 -2.8201 -0.205 0.333 0.073 0.30
H 7.0913 -0.2735 -3.3976 -0.119 0.014 0.483 0.31
C -3.0590 3.3468 1.9142 0.366 0.505 0.414 -0.86
S -1.6531 4.5332 1.6316 0.674 -2.787 -2.361 0.43
O -0.5795 3.6545 0.9383 -1.431 1.829 1.476 -0.59
C -2.3636 5.5229 0.2329 0.023 -0.367 0.384 -0.86
H -3.9585 3.9466 2.0526 -0.171 -0.160 -0.287 0.30
H -2.9053 2.7890 2.8380 0.394 0.304 0.146 0.32
H -3.1081 2.5723 1.1488 -0.010 0.495 -0.439 0.32
H -3.3711 5.8684 0.4647 0.218 0.457 0.329 0.32
H -2.4614 4.9919 -0.7140 0.363 -0.588 0.298 0.31
H -1.6093 6.2990 0.1030 -0.375 0.274 0.012 0.28
```
Forces are in eV/Å.

Calculated values
molar mass: 369.25 g mol⁻¹
total charge: -2
E_HOMO: 0.551 eV
DFT total energy: -44531.251 eV
2S+1: 1